*a*
Molecular formula: C3H4O2S2
Method: DFT, the ωB97M-V functional and the def2-TZVPD basis

Cartesian coordinates (Å):
S 1.324 1.117 -0.107
S -0.897 -1.003 0.012
O -2.339 1.155 -0.642
O 3.443 -0.341 -0.728
C -2.157 -0.021 -0.771
C -0.060 0.371 0.889
C 2.316 -0.333 -0.355
H 1.726 -1.191 -0.007
H 0.355 -0.090 1.805
H -2.839 -0.706 -1.269
H -0.872 1.042 1.175

As for the HOMO energy: -9.79 eV. The LUMO energy is 0.4 eV.

***

*b*
Molecular formula: C3H4O2S2
Method: DFT, the ωB97M-V functional and the def2-TZVPD basis

Cartesian coordinates (Å):
S 3.014 -0.126 -0.061
S -3.173 0.111 -0.081
O 0.734 1.357 0.017
O -0.835 -0.855 -0.319
C -1.597 0.075 0.291
C 1.389 0.247 -0.044
C 0.466 -0.968 0.212
H 0.923 -2.014 -0.039
H 1.246 2.081 -0.487
H 0.575 -0.866 1.397
H -0.949 0.892 1.075

As for the HOMO energy: -8.96 eV. The LUMO energy is -0.3 eV.

***

*c*
Molecular formula: C3H4O2S2
Method: DFT, the ωB97M-V functional and the def2-TZVPD basis

Cartesian coordinates (Å):
S -0.709 -1.597 0.131
S 2.295 -0.404 -0.153
O 0.992 1.883 0.102
O -2.830 0.469 -0.424
C -0.468 0.013 0.070
C -1.652 0.947 0.188
C 0.872 0.675 0.059
H -1.379 1.928 -0.240
H 3.124 0.637 0.069
H -3.083 -0.389 -0.051
H -1.841 1.218 1.237

As for the HOMO energy: -9.59 eV. The LUMO energy is -1.8 eV.

***

Question: which arrangement is favored energetically? Ranking from most to least stable: *a*, *c*, *b*.

***

*a*
Molecular formula: C4H12NO
Method: DFT, the ωB97M-V functional and the def2-TZVPD basis

Cartesian coordinates (Å):
O -1.734 -0.904 -1.117
N 0.554 0.010 0.662
C -1.217 -0.208 -2.164
C -0.141 0.429 1.978
C 1.898 0.587 0.722
C -0.569 1.049 -1.826
H 0.096 1.295 -2.599
H -0.535 -0.804 -2.681
H 0.559 -0.994 0.394
H 2.142 0.424 1.786
H -1.218 0.501 1.919
H -0.127 -0.241 2.916
H 0.117 1.479 2.136
H 2.547 0.210 0.007
H -1.943 0.106 -3.040
H -2.152 -1.736 -1.240
H 1.638 1.640 0.509
H -0.647 1.389 -0.816

As for the HOMO energy (spin up / spin down): -13.53 / -12.95 eV. The LUMO energy (spin up / spin down) is -6.5 / -7.0 eV. The net charge is +1.

***

*b*
Molecular formula: C4H12NO
Method: DFT, the ωB97M-V functional and the def2-TZVPD basis

Cartesian coordinates (Å):
O -0.066 -1.770 -0.471
N 0.750 1.344 0.500
C 0.400 1.253 -0.885
C 1.956 1.780 0.693
C -0.202 1.008 1.431
C -1.314 -2.426 -0.802
H -0.812 0.123 1.108
H 0.224 0.246 -1.291
H -0.882 1.960 1.486
H -1.179 -3.155 -1.614
H 1.165 1.573 -1.467
H 0.498 -2.627 -0.162
H -0.648 1.751 -0.922
H -1.706 -2.978 0.016
H 2.331 1.853 1.693
H 0.079 0.865 2.471
H -1.999 -1.683 -1.087
H 2.564 1.957 -0.184

As for the HOMO energy: -14.03 eV. The LUMO energy is -4.9 eV. The net charge is +1.

***

Question: which arrangement is favored energetically? Ranking from most to least stable: *b*, *a*.

***

*a*
Molecular formula: C4H12NO
Method: DFT, the ωB97M-V functional and the def2-TZVPD basis

Cartesian coordinates (Å):
O -2.673 -1.881 0.012
N 1.332 -0.383 -0.862
C 1.039 -1.127 -1.917
C -0.261 1.809 1.725
C 1.058 1.255 1.016
C 0.412 0.483 -0.191
H 0.038 -0.886 -2.273
H 1.800 0.658 1.683
H 1.821 -1.903 -2.205
H -0.813 2.336 0.833
H 2.190 -0.480 -0.430
H -0.949 1.093 2.051
H -0.042 1.302 -0.951
H -0.558 -0.096 0.017
H -3.293 -1.288 -0.391
H -3.144 -2.172 0.793
H -0.089 2.563 2.499
H 1.616 2.080 0.516

As for the HOMO energy: -14.95 eV. The LUMO energy is -5.4 eV. The net charge is +1.

***

*b*
Molecular formula: C4H12NO
Method: DFT, the ωB97M-V functional and the def2-TZVPD basis

Cartesian coordinates (Å):
O 0.771 0.037 2.012
N 0.340 0.510 -0.595
C -0.375 0.915 1.702
C -0.488 -0.617 -1.273
C 0.343 -1.918 -1.321
C -0.183 1.637 0.276
H 0.634 -0.414 2.809
H -1.150 0.150 1.976
H 0.662 2.260 0.538
H -0.177 -2.650 -1.930
H 1.085 -0.058 -0.098
H -0.839 2.320 -0.228
H -0.871 -0.369 -2.315
H 0.929 0.991 -1.346
H 0.176 -2.244 -0.296
H -1.367 -0.650 -0.718
H -0.830 1.756 2.379
H 1.342 -1.656 -1.572

As for the HOMO energy: -14.71 eV. The LUMO energy is -3.1 eV. The net charge is +1.

***

Question: which arrangement is favored energetically? Ranking from most to least stable: *a*, *b*.